(P)
{
  "formula": "C6H16",
  "method": "wB97M-V/def2-TZVPD",
  "elements": ["C", "C", "C", "C", "H", "H", "H", "H", "H", "H", "H", "H", "H", "H", "C", "C", "H", "H", "H", "H", "H", "H"],
  "positions_angstrom": [[-1.1652, 0.0032, 1.2921], [-1.1103, -0.3769, -0.2197], [-2.3826, -1.1737, -0.5099], [-1.1009, 0.7837, -1.2063], [-2.0088, 0.6542, 1.5020], [-0.3459, 0.4737, 1.8363], [-1.3127, -0.9380, 1.8034], [-0.3473, -1.1078, -0.4535], [-2.7643, -1.8317, 0.2810], [-3.1942, -0.4983, -0.7750], [-2.3198, -1.7997, -1.4468], [-0.0987, 1.2215, -1.3058], [-1.3229, 0.4323, -2.2115], [-1.9246, 1.4291, -0.9312], [2.2474, 0.0589, -0.1411], [3.3191, 0.6708, 0.7527], [1.2542, 0.1113, 0.2631], [2.1170, 0.5242, -1.1143], [2.5271, -0.9882, -0.3422], [4.1551, 0.0065, 0.9359], [3.7994, 1.5668, 0.3259], [2.9883, 0.8247, 1.7900]],
  "lowdin_charge": [-0.08, -0.49, -0.12, -0.09, 0.08, 0.06, 0.07, 0.11, 0.07, 0.07, 0.09, 0.06, 0.07, 0.08, -0.16, -0.16, 0.01, 0.06, 0.08, 0.05, 0.07, 0.06],
  "smiles": "CC(C)C.CC",
  "homo_ev": -11.26,
  "e_lumo_ev": 1.1,
  "gap_ha": 0.4540
}

=====

(Q)
{
  "formula": "C6H16",
  "method": "wB97M-V/def2-TZVPD",
  "elements": ["C", "C", "C", "C", "H", "H", "H", "H", "H", "H", "H", "H", "H", "H", "C", "C", "H", "H", "H", "H", "H", "H"],
  "positions_angstrom": [[-0.7963, -0.5345, -2.9815], [-1.0010, -0.9211, -1.5380], [0.3642, -1.3913, -1.0703], [-1.3705, 0.4163, -0.8466], [-0.5053, 0.5741, -3.2022], [-1.8332, -0.8766, -3.5117], [0.0507, -1.1668, -3.5157], [-1.7100, -1.8226, -1.4038], [1.0893, -0.5950, -0.9075], [0.3004, -1.8021, -0.1098], [1.0300, -2.1071, -1.5784], [-2.0006, 1.0862, -1.4115], [-2.1354, 0.3754, -0.0593], [-0.6724, 0.9888, -0.1924], [0.5492, 1.3101, 3.2157], [1.7491, 0.7770, 2.4122], [0.6631, 2.1253, 3.7274], [-0.2077, 1.3270, 2.5599], [0.3250, 0.4291, 3.9596], [1.5928, -0.2319, 1.9991], [2.7057, 0.6637, 2.9074], [1.8128, 1.3760, 1.5473]],
  "lowdin_charge": [-0.15, -0.47, -0.14, -0.11, 0.10, 0.11, 0.09, 0.16, 0.07, 0.04, 0.08, 0.06, 0.06, 0.08, -0.12, -0.16, 0.00, 0.01, 0.11, 0.06, 0.06, 0.04],
  "smiles": "CC(C)C.CC",
  "homo_ev": -10.79,
  "e_lumo_ev": 1.1,
  "gap_ha": 0.4361
}

=====

(R)
{
  "formula": "C6H16",
  "method": "wB97M-V/def2-TZVPD",
  "elements": ["C", "C", "C", "H", "H", "H", "H", "H", "H", "H", "H", "C", "C", "C", "H", "H", "H", "H", "H", "H", "H", "H"],
  "positions_angstrom": [[-0.0240, -2.6547, 0.3709], [0.2327, -1.4888, -0.5836], [0.9642, -1.9641, -1.8380], [-0.3393, -3.5855, -0.1038], [-0.7201, -2.4223, 1.1758], [0.9461, -2.8772, 0.7987], [-0.5881, -0.8362, -0.8801], [0.8629, -0.7932, -0.0155], [0.8323, -1.2760, -2.6745], [2.0458, -2.0369, -1.7387], [0.6118, -2.9626, -2.0984], [0.7151, 2.3297, 1.1316], [-0.6984, 1.7872, 1.2485], [-1.3920, 2.0045, -0.0979], [1.2377, 1.9781, 0.2363], [0.6339, 3.4108, 1.0253], [1.4325, 2.0731, 1.9131], [-0.8332, 0.7691, 1.4907], [-1.2149, 2.3258, 2.0433], [-0.8499, 1.4348, -0.8233], [-2.4513, 1.7425, -0.1666], [-1.4037, 3.0419, -0.4137]],
  "lowdin_charge": [-0.12, -0.32, -0.12, 0.07, 0.07, 0.07, 0.08, 0.09, 0.07, 0.07, 0.07, -0.13, -0.31, -0.13, 0.07, 0.07, 0.07, 0.07, 0.10, 0.04, 0.07, 0.07],
  "smiles": "CCC.CCC",
  "homo_ev": -11.20,
  "e_lumo_ev": 1.1,
  "gap_ha": 0.4524
}

=====

(S)
{
  "formula": "C6H16",
  "method": "wB97M-V/def2-TZVPD",
  "elements": ["C", "C", "C", "H", "H", "H", "H", "H", "H", "H", "H", "C", "C", "C", "H", "H", "H", "H", "H", "H", "H", "H"],
  "positions_angstrom": [[1.9983, -0.8922, -1.7016], [1.7300, -0.4727, -0.2591], [2.3903, -1.3870, 0.7770], [1.5691, -0.1519, -2.3795], [1.5715, -1.8642, -1.9584], [3.0711, -0.8878, -1.9052], [2.0667, 0.5601, -0.1212], [0.6524, -0.5262, -0.1447], [2.4442, -2.3920, 0.3516], [3.4252, -1.0941, 0.9422], [1.8554, -1.4148, 1.7247], [-2.6942, 1.0863, 1.5269], [-1.8746, 0.3033, 0.4583], [-1.6137, 1.2814, -0.7218], [-3.7241, 1.2563, 1.2119], [-2.6919, 0.5759, 2.4900], [-2.1862, 2.0450, 1.6156], [-2.4425, -0.5583, 0.1087], [-0.9590, -0.0102, 0.9532], [-0.7587, 0.9475, -1.3105], [-1.3617, 2.2336, -0.2669], [-2.4677, 1.3622, -1.3913]],
  "lowdin_charge": [-0.13, -0.33, -0.11, 0.06, 0.07, 0.07, 0.11, 0.05, 0.07, 0.07, 0.06, -0.12, -0.30, -0.11, 0.07, 0.06, 0.06, 0.10, 0.07, 0.05, 0.06, 0.07],
  "smiles": "CCC.CCC",
  "homo_ev": -11.30,
  "e_lumo_ev": 1.1,
  "gap_ha": 0.4568
}

=====

Name the least stable of them. (Q).

=====

(P)
{
  "formula": "C6H16",
  "method": "wB97M-V/def2-TZVPD",
  "elements": ["C", "C", "C", "C", "H", "H", "H", "H", "H", "H", "H", "H", "H", "H", "C", "C", "H", "H", "H", "H", "H", "H"],
  "positions_angstrom": [[1.7286, 0.9111, -1.8352], [0.7052, 0.1107, -1.0549], [-0.6046, -0.0641, -1.8767], [1.2766, -1.2675, -0.6733], [2.0991, 0.3446, -2.6975], [2.6361, 1.0600, -1.2369], [1.3596, 1.8864, -2.1111], [0.3751, 0.6992, -0.1940], [-0.8719, -1.1100, -2.0029], [-1.4686, 0.3147, -1.3243], [-0.5313, 0.4457, -2.8366], [1.0435, -1.5517, 0.3465], [0.9530, -1.9746, -1.4274], [2.3441, -1.0494, -0.6837], [-1.5084, -0.5808, 2.3722], [-1.4199, 0.8796, 2.8504], [-0.8644, -0.7470, 1.5451], [-1.2807, -1.3923, 3.0672], [-2.5360, -0.8047, 2.0715], [-2.2994, 1.4073, 2.5043], [-0.6754, 1.4324, 2.2709], [-1.2447, 0.9445, 3.9036]],
  "lowdin_charge": [-0.11, -0.48, -0.08, -0.07, 0.09, 0.07, 0.07, 0.11, 0.06, 0.07, 0.07, 0.06, 0.07, 0.06, -0.15, -0.15, 0.02, 0.06, 0.06, 0.06, 0.05, 0.05],
  "smiles": "CC(C)C.CC",
  "homo_ev": -11.13,
  "e_lumo_ev": 1.1,
  "gap_ha": 0.4487
}

=====

(Q)
{
  "formula": "C6H16",
  "method": "wB97M-V/def2-TZVPD",
  "elements": ["C", "C", "C", "H", "H", "H", "H", "H", "H", "H", "H", "C", "C", "C", "H", "H", "H", "H", "H", "H", "H", "H"],
  "positions_angstrom": [[2.2488, 1.1011, -1.3677], [1.5368, 1.4933, -0.0443], [2.4689, 1.9943, 1.0539], [2.5256, 0.0439, -1.4164], [1.5930, 1.2257, -2.1970], [3.1338, 1.7151, -1.5273], [0.9391, 0.6266, 0.2324], [0.8293, 2.2500, -0.3834], [3.4588, 1.5540, 0.9700], [1.9953, 1.7261, 2.0013], [2.5809, 3.0788, 1.0673], [-1.8122, -2.2150, -0.9456], [-1.9201, -1.9162, 0.5561], [-2.5328, -0.5586, 0.9036], [-2.0086, -1.2933, -1.4995], [-0.8192, -2.5030, -1.2904], [-2.5711, -2.9327, -1.2502], [-0.9948, -1.9929, 1.1094], [-2.4493, -2.7414, 1.0247], [-2.3669, 0.2284, 0.1681], [-2.2073, -0.2596, 1.8845], [-3.6281, -0.6245, 0.9506]],
  "lowdin_charge": [-0.12, -0.31, -0.12, 0.07, 0.05, 0.07, 0.08, 0.09, 0.07, 0.06, 0.07, -0.11, -0.32, -0.13, 0.06, 0.06, 0.06, 0.08, 0.09, 0.06, 0.06, 0.07],
  "smiles": "CCC.CCC",
  "homo_ev": -11.13,
  "e_lumo_ev": 1.0,
  "gap_ha": 0.4470
}

=====

Name the least stable of them. (P).

=====

(P)
{
  "formula": "C4H8NO2",
  "method": "wB97M-V/def2-TZVPD",
  "elements": ["C", "C", "C", "C", "N", "O", "O", "H", "H", "H", "H", "H", "H", "H", "H"],
  "positions_angstrom": [[1.9790, 0.7457, -0.0625], [1.4979, -0.4743, -0.0797], [-1.4705, -0.8653, 0.9578], [-1.7137, 0.6722, -0.8882], [-1.0480, -0.1153, -0.1516], [1.7223, 1.9034, -0.5052], [1.6861, -1.7008, 0.0783], [2.9657, 0.7658, 0.2923], [-0.7066, -0.8865, 1.6916], [-1.5340, -1.9088, 0.5548], [-2.4627, -0.5871, 1.4461], [0.9550, 2.4956, -0.2314], [-1.2513, 1.0624, -1.7614], [-2.7028, 1.0615, -0.6670], [2.0836, -2.1685, -0.6738]],
  "lowdin_charge": [-0.12, -0.01, -0.13, 0.01, -0.11, 0.18, 0.21, 0.14, 0.06, 0.11, 0.12, 0.21, 0.06, 0.09, 0.19],
  "charge": 1,
  "s2": 2.01,
  "spin_multiplicity": 3,
  "homo_ev": [-12.36, -13.41],
  "e_lumo_ev": [-3.7, -7.9],
  "gap_ha": [0.3194, 0.2029]
}

=====

(Q)
{
  "formula": "C4H8NO2",
  "method": "wB97M-V/def2-TZVPD",
  "elements": ["C", "C", "C", "C", "N", "O", "O", "H", "H", "H", "H", "H", "H", "H", "H"],
  "positions_angstrom": [[0.4605, -1.6885, 0.5718], [-0.6452, -0.6320, 0.7445], [0.4010, -0.4855, -0.3509], [1.1734, 1.5997, -1.0804], [-1.7657, -0.2498, 1.6685], [-0.1323, -0.6268, -1.6668], [1.3065, 0.4744, -0.2249], [1.0243, -2.4382, 0.9132], [1.4760, 1.3646, -2.0833], [1.8814, 2.3896, -0.7282], [0.2196, 1.9676, -0.9860], [-1.3393, 0.0053, 2.6172], [-2.3043, -1.0686, 1.6571], [-2.1912, 0.5903, 1.1877], [0.4352, -1.2023, -2.2395]],
  "lowdin_charge": [0.23, 0.01, -0.54, -0.02, 0.24, 0.07, -0.03, 0.06, 0.10, 0.12, 0.07, 0.21, 0.14, 0.21, 0.15],
  "charge": 1,
  "s2": 2.01,
  "spin_multiplicity": 3,
  "homo_ev": [-11.64, -14.28],
  "e_lumo_ev": [-4.0, -6.5],
  "gap_ha": [0.2793, 0.2846]
}

=====

Name the least stable of them. (Q).

=====

(P)
{
  "formula": "F6H20O10P",
  "method": "wB97M-V/def2-TZVPD",
  "elements": ["P", "F", "F", "F", "F", "F", "F", "O", "H", "H", "O", "H", "H", "O", "H", "H", "O", "H", "H", "O", "H", "H", "O", "H", "H", "O", "H", "H", "O", "H", "H", "O", "H", "H", "O", "H", "H"],
  "positions_angstrom": [[0.4138, 0.3878, -0.0830], [0.9465, 0.3790, -1.6197], [1.3452, -0.8914, 0.2592], [1.4856, 1.5193, 0.2759], [-0.2901, 0.4650, 1.3561], [-0.5665, 1.5783, -0.7066], [-0.6675, -0.6809, -0.5900], [1.1837, -1.3929, 2.3662], [2.0364, -1.7873, 2.5494], [1.2787, -1.0104, 1.4939], [-2.3893, -1.4529, -1.0407], [-2.4748, -1.4127, -0.0881], [-1.9759, -0.6233, -1.2797], [0.4135, -1.6760, -2.3787], [-0.1067, -2.2224, -1.7895], [0.5538, -0.8640, -1.8917], [-0.2801, 3.5403, -1.1582], [-0.3980, 2.6509, -0.8244], [0.1042, 4.0224, -0.4260], [-1.7026, 0.3790, -2.1432], [-1.0094, 0.6288, -1.5323], [-2.4207, 0.9821, -1.9510], [-2.6249, 0.1079, 0.5348], [-1.7806, 0.3532, 0.9134], [-3.2449, 0.7377, 0.9026], [0.9423, -3.2033, 0.4097], [0.3449, -3.3500, -0.3237], [1.3673, -2.3692, 0.2098], [3.1557, 0.1801, -1.1835], [3.4050, 0.3326, -0.2720], [2.2038, 0.0831, -1.1590], [-1.0252, -1.5929, 1.6031], [-0.1811, -1.7463, 2.0275], [-0.8853, -0.8134, 1.0654], [1.1639, 2.7932, 2.4573], [0.7121, 2.2691, 1.7959], [0.9669, 3.6996, 2.2209]],
  "lowdin_charge": [0.41, -0.07, -0.08, -0.05, -0.08, -0.04, -0.25, -0.02, 0.08, -0.10, -0.10, 0.00, -0.12, -0.03, 0.02, -0.09, -0.03, -0.22, 0.01, 0.01, -0.05, 0.09, -0.04, 0.00, 0.09, -0.03, 0.04, -0.02, -0.04, 0.03, -0.09, -0.07, -0.05, -0.07, -0.04, -0.02, 0.03],
  "charge": -1,
  "homo_ev": -5.60,
  "e_lumo_ev": 2.5,
  "gap_ha": 0.2996
}

=====

(Q)
{
  "formula": "F6H20O10P",
  "method": "wB97M-V/def2-TZVPD",
  "elements": ["P", "F", "F", "F", "F", "F", "F", "O", "H", "H", "O", "H", "H", "O", "H", "H", "O", "H", "H", "O", "H", "H", "O", "H", "H", "O", "H", "H", "O", "H", "H", "O", "H", "H", "O", "H", "H"],
  "positions_angstrom": [[-0.9632, -0.0195, -0.1908], [-1.6647, -1.3709, 0.3034], [0.4271, -0.6782, 0.2345], [-0.7760, -0.6145, -1.6658], [-0.3357, 1.4017, -0.6244], [-2.4529, 0.5066, -0.6044], [-1.1933, 0.5820, 1.4030], [-3.2702, 2.5048, 1.8290], [-2.8002, 1.7892, 2.2018], [-3.4035, 2.2184, 0.9165], [3.3318, 0.1488, -1.7791], [3.4457, 0.5714, -0.9327], [2.5076, 0.5055, -2.1512], [-0.1263, -3.6853, -0.6650], [0.4897, -3.4046, -1.3555], [-0.3758, -2.8716, -0.1903], [1.5886, 0.2184, 2.7323], [0.6872, 0.5134, 2.6498], [1.4947, -0.5679, 3.2905], [3.6669, 1.1938, 0.8643], [2.8797, 1.1082, 1.3862], [3.8820, 2.1292, 0.8723], [-1.0516, 3.6004, -2.4402], [-1.2045, 3.8821, -1.5249], [-1.4614, 2.7363, -2.5480], [-3.0286, -3.5409, -1.7772], [-3.3788, -3.1138, -0.9646], [-2.0847, -3.5732, -1.6012], [-0.8721, 3.8839, 0.8124], [-0.5396, 3.0197, 0.5598], [-1.5953, 3.6648, 1.3598], [0.3156, -2.3114, 2.7617], [-0.2702, -1.7262, 2.2759], [0.7702, -2.7248, 2.0365], [2.5731, -2.2993, -2.7602], [1.6896, -2.1128, -2.3781], [3.0989, -1.5635, -2.3361]],
  "lowdin_charge": [0.20, -0.15, -0.13, -0.13, -0.14, -0.16, -0.21, -0.04, 0.00, 0.04, -0.06, -0.01, 0.06, -0.05, 0.03, 0.00, -0.06, 0.01, 0.04, -0.04, 0.00, 0.05, -0.07, 0.01, 0.02, -0.08, 0.04, -0.02, -0.04, 0.00, -0.02, -0.04, 0.00, 0.03, -0.10, 0.01, 0.01],
  "charge": -1,
  "homo_ev": -8.49,
  "e_lumo_ev": 2.8,
  "gap_ha": 0.4138
}

=====

Name the least stable of them. (P).